1.
Entry from the Open Molecules 2025 dataset: a cluster of 8 separate species, C28H76N12O12 in total (wB97M-V/def2-TZVPD).

Calculated values
- E_LUMO (eV) = -0.1
- structure (SMILES) = COCCNCCOC.COCCNCCOC.COCCNCCOC.COCCNCCOC.NC(N)=O.NC(N)=O.NC(N)=O.NC(N)=O
- highest occupied orbital energy (eV) = -8.390
- ΔE to the lowest compared entry with this formula, charge and spin (kcal per mole) = 180.0
- gap between HOMO and LUMO (Ha) = 0.30442

Geometry as XYZ:
```
128
Properties=species:S:1:pos:R:3:forces:R:3:mulliken_charge:R:1
C -7.88485 3.19119 -3.54634 0.37 1.09 0.04 -0.74
O -7.46191 4.47717 -3.14724 0.66 1.85 -0.09 -0.30
C -7.64303 5.54553 -4.16241 -0.49 -1.13 1.95 -0.52
C -8.10541 6.84138 -3.45279 0.76 -1.60 0.36 -0.70
N -7.05461 7.43623 -2.54446 -1.43 1.20 -1.63 -0.28
C -6.72199 8.75098 -3.18207 0.61 -0.82 1.02 -0.46
C -5.43261 9.34366 -2.58764 -1.52 1.68 -2.51 -0.78
O -4.22415 8.74792 -3.00752 -0.78 -0.64 -0.21 -0.32
C -3.55717 8.19863 -1.93669 0.53 0.00 1.92 -0.71
H -7.48718 2.48022 -2.82214 -0.15 -0.01 -0.05 0.20
H -7.43045 3.01576 -4.52145 -0.50 -0.61 -0.25 0.32
H -8.97328 3.23702 -3.50990 -0.15 -0.76 -0.50 0.30
H -8.41446 5.16386 -4.83124 -0.06 0.35 -0.32 0.51
H -6.70130 5.69235 -4.69125 0.07 -0.01 -0.11 0.27
H -9.01623 6.62060 -2.89622 0.07 -0.08 0.18 0.30
H -8.41581 7.49515 -4.26785 0.24 0.45 0.13 0.35
H -6.20606 6.88887 -2.56590 -0.02 -0.37 -0.20 0.20
H -7.48506 9.51054 -3.01210 -0.33 -0.17 0.54 0.32
H -6.78919 8.61256 -4.26115 1.00 0.26 -0.31 0.42
H -5.67539 9.59297 -1.55468 0.97 -0.83 0.55 0.37
H -5.38177 10.33078 -3.04711 -0.07 0.38 -0.03 0.40
H -4.21705 7.64150 -1.27165 -0.19 -0.52 -0.14 0.27
H -3.23669 9.01776 -1.29294 0.59 0.12 0.21 0.33
H -2.69751 7.57504 -2.18209 -0.16 0.14 -0.49 0.24
C -0.14858 -5.15828 8.22837 0.79 1.08 -0.77 -0.77
O -1.07793 -4.66992 7.30036 -1.73 -0.52 -0.40 -0.25
C -2.34433 -5.37066 7.43401 -0.86 1.96 -0.67 -0.61
C -3.37681 -4.68143 6.48174 0.37 -0.72 -0.71 -0.60
N -2.91584 -4.92326 5.11164 0.48 0.12 0.91 -0.37
C -3.40164 -4.03402 4.08622 -0.21 -0.30 -0.63 -0.86
C -2.46322 -2.89655 3.77221 -1.10 0.91 -0.21 -0.51
O -2.62950 -1.86802 4.74000 0.51 0.19 1.53 -0.34
C -1.44453 -1.29464 5.34816 -0.59 -0.89 -1.78 -0.60
H 0.42807 -5.97624 7.79650 -0.36 -0.72 0.42 0.30
H -0.63350 -5.32033 9.19102 0.39 -0.33 0.11 0.32
H 0.58492 -4.35273 8.26270 0.10 0.06 0.66 0.21
H -2.74188 -5.13113 8.42025 0.22 -0.69 0.45 0.46
H -2.19669 -6.42758 7.21213 -0.24 -0.07 0.16 0.36
H -3.52156 -3.63252 6.74047 0.62 0.36 0.09 0.29
H -4.40162 -5.05270 6.47672 0.04 -0.67 0.84 0.42
H -1.91427 -4.82389 5.19582 0.30 -0.05 -0.48 0.28
H -4.40484 -3.66582 4.30095 0.03 0.15 0.33 0.36
H -3.53571 -4.62572 3.18067 0.10 -0.02 -0.34 0.39
H -2.78432 -2.38090 2.86717 0.16 -0.46 -0.63 0.39
H -1.47583 -3.32805 3.60801 0.47 0.43 0.40 0.36
H -0.88590 -0.91021 4.49479 0.58 0.33 0.24 0.32
H -0.87455 -2.09409 5.82157 0.08 0.22 0.40 0.22
H -1.72039 -0.46706 6.00170 -0.13 -0.36 0.05 0.22
C -0.55280 1.73594 -2.28719 -0.25 -1.12 0.74 -0.71
O 0.66296 1.99773 -2.95761 0.43 -0.20 -0.46 -0.35
C 1.29725 0.92606 -3.71401 -0.34 -1.00 0.80 -0.79
C 2.02393 -0.17337 -2.82989 -1.69 1.73 0.50 -0.33
N 3.09446 0.39650 -2.06576 1.18 0.65 1.71 -0.46
C 2.99723 0.16660 -0.57356 -0.28 -1.77 -1.12 -0.53
C 3.31956 -1.36849 -0.25622 1.01 1.92 1.08 -0.34
O 3.50551 -1.50956 1.14857 -1.24 -1.53 0.50 -0.35
C 3.17541 -2.84222 1.65096 0.23 1.98 1.87 -0.75
H -0.40155 1.34829 -1.27974 0.45 -0.01 0.28 0.23
H -1.19208 0.96728 -2.72145 0.20 -0.16 -0.75 0.33
H -1.22138 2.58272 -2.13214 0.62 0.60 -0.55 0.28
H 1.97659 1.39134 -4.42824 -0.04 0.17 0.18 0.35
H 0.52512 0.37689 -4.25284 -0.14 0.11 -0.30 0.41
H 2.28571 -1.08633 -3.36477 -0.01 0.18 -0.24 0.35
H 1.25255 -0.37628 -2.08700 -0.53 -0.84 -0.11 0.28
H 3.02402 1.39961 -2.16015 0.24 0.17 -0.17 0.29
H 1.99808 0.40593 -0.20953 -0.59 -0.33 -0.08 0.17
H 3.58360 0.88155 0.00359 0.79 -0.43 -0.35 0.45
H 4.34480 -1.60646 -0.53968 -0.36 -0.13 -1.61 0.22
H 2.53961 -2.06483 -0.56427 0.09 0.17 -0.59 0.37
H 3.58277 -3.76151 1.23016 0.33 0.47 -0.71 0.31
H 2.11356 -2.96498 1.86429 -0.36 0.08 -0.74 0.28
H 3.56854 -2.70166 2.65782 0.26 -0.71 0.15 0.30
C 4.79252 -13.74840 7.09494 1.01 -2.28 -0.54 -0.82
O 4.88222 -12.85135 6.04526 -0.51 0.79 1.29 -0.29
C 4.26330 -11.61295 6.40222 0.34 -0.45 -1.78 -0.64
C 4.63380 -10.77706 5.21098 0.37 1.56 -0.99 -0.47
N 3.61097 -10.55792 4.20878 -1.43 0.53 -1.28 -0.42
C 3.66378 -11.44484 3.03920 2.70 0.06 -0.58 -0.69
C 4.84011 -11.15430 2.01583 0.24 0.04 1.69 -0.51
O 4.52735 -10.08324 1.18683 -1.15 0.36 -0.53 -0.30
C 4.92887 -10.21118 -0.13313 0.28 -0.12 -1.24 -0.83
H 3.85841 -14.31006 7.10367 -0.53 0.46 0.42 0.30
H 5.12169 -13.40112 8.07430 -0.35 0.45 0.05 0.32
H 5.50709 -14.51995 6.80822 0.23 -0.26 0.27 0.26
H 4.65768 -11.16034 7.31200 0.19 -0.37 0.25 0.43
H 3.18153 -11.72805 6.47016 -0.14 0.02 0.14 0.32
H 5.46904 -11.19392 4.64821 0.53 -0.42 0.78 0.29
H 4.99233 -9.81400 5.57442 -0.17 0.25 -0.15 0.42
H 3.69191 -9.63859 3.79845 -0.10 0.40 0.50 0.26
H 2.85344 -11.38429 2.31271 -0.86 -0.33 0.95 0.36
H 3.95739 -12.41495 3.44015 -0.90 -0.45 -0.29 0.33
H 5.06874 -12.07297 1.47557 -0.11 -0.04 -0.28 0.44
H 5.74106 -10.82497 2.53346 0.36 -0.48 0.41 0.31
H 4.35160 -9.54272 -0.77189 0.16 0.38 0.27 0.27
H 4.77392 -11.18420 -0.59930 -0.40 -0.56 0.46 0.34
H 5.99755 -10.05805 -0.28338 0.25 0.48 0.17 0.32
N 2.02345 8.70977 -6.50659 2.20 2.15 3.51 -0.36
C 1.17672 8.09809 -7.25968 -0.39 -1.61 -3.78 0.66
N -0.07641 7.96912 -6.84785 -1.87 -0.09 0.97 -0.37
O 1.49860 7.68274 -8.36664 0.24 -0.50 -0.62 -0.68
H 3.01550 8.67439 -6.69283 -0.43 -0.01 -0.10 0.23
H 1.70027 8.98336 -5.58964 0.59 0.07 -0.06 0.17
H -0.67309 7.48196 -7.50111 -0.08 0.23 0.45 0.21
H -0.38813 8.30019 -5.94600 -0.23 -0.27 -0.39 0.15
N -5.93324 4.95654 2.00685 0.95 -4.16 -4.12 -0.41
C -6.12911 5.84934 2.89830 3.51 -2.15 2.88 0.72
N -6.97250 6.71118 2.64712 -5.82 5.44 -1.94 -0.38
O -5.52497 5.87421 3.92699 2.53 -0.14 3.53 -0.69
H -6.58208 4.87459 1.23718 0.64 -0.35 -0.08 0.16
H -5.07039 4.43404 2.05758 -0.53 -0.14 -0.14 0.20
H -7.39953 6.65524 1.73355 -0.51 1.17 0.52 0.16
H -7.05451 7.37490 3.40399 -0.77 0.34 -0.72 0.23
N 5.60577 4.16355 -9.35760 -0.68 3.23 5.34 -0.38
C 5.86617 3.33163 -10.28793 -0.05 0.37 -3.20 0.62
N 5.08732 3.61003 -11.36716 -0.03 -1.12 -1.28 -0.44
O 6.80436 2.59638 -10.28623 1.64 -2.18 -0.16 -0.62
H 4.92383 4.90172 -9.45836 0.37 -0.18 0.17 0.18
H 6.31932 4.24692 -8.64767 -0.43 0.08 0.12 0.23
H 4.22253 4.11212 -11.22518 0.13 -0.49 -0.70 0.19
H 5.33719 3.00127 -12.13337 -0.96 0.31 -0.27 0.22
N 5.03319 8.11251 -1.19678 -6.20 -1.28 3.03 -0.37
C 6.21481 7.80680 -1.63732 2.11 -3.78 -0.45 0.65
N 6.65209 8.90029 -2.15737 3.88 3.84 -2.59 -0.38
O 6.84664 6.72588 -1.66602 -1.67 1.54 0.40 -0.66
H 4.32220 7.44315 -0.93882 0.69 -0.44 0.12 0.22
H 4.59761 9.02354 -1.21638 0.72 -0.12 -0.30 0.16
H 7.59173 8.86260 -2.52581 -0.14 0.45 0.11 0.22
H 6.18841 9.77923 -1.97691 0.62 -0.20 -0.33 0.17
```
Positions in Å, forces in eV/Å.

2.
Entry from the Open Molecules 2025 dataset: an isolated molecule of C6H7NS (wB97M-V/def2-TZVPD).

Calculated values
- E_LUMO (alpha / beta) (eV) = -0.3 / -1.0
- highest occupied orbital energy (alpha / beta) (eV) = -7.634 / -7.434
- ΔE to the lowest compared entry with this formula, charge and spin (kcal per mole) = 132.3
- gap between HOMO and LUMO (alpha / beta) (Ha) = 0.26959 / 0.23574

Geometry as XYZ:
```
15
Properties=species:S:1:pos:R:3:forces:R:3:mulliken_charge:R:1
C -0.85476 -0.90793 -0.60029 -0.73 -0.42 0.22 0.16
C -0.09181 -1.78088 -1.32352 0.42 -0.57 0.51 -0.59
C 2.33574 -0.48973 -0.58256 -2.25 -1.44 -0.18 0.06
C 2.77539 0.43586 0.21416 0.50 -0.45 -0.58 -0.34
C -2.24003 1.22516 0.87616 1.50 0.16 -1.15 -0.87
C -0.88978 1.03037 0.70537 -1.81 -0.85 1.11 0.15
N -0.25175 -0.09529 0.15866 0.46 3.03 1.05 -0.32
S 1.61372 -1.90117 -1.13498 0.74 0.99 -0.60 -0.09
H -1.93416 -1.05694 -0.61878 -0.26 0.41 -0.42 0.19
H -0.72123 -2.57438 -1.65267 0.84 -1.27 -0.89 0.34
H 2.73028 1.47076 -0.04031 0.15 0.66 -0.43 0.27
H 3.27737 0.20950 1.12565 0.11 -0.27 0.86 0.24
H -2.59976 2.14229 1.34701 0.11 -0.40 -0.07 0.27
H -2.97443 0.60136 0.33772 0.39 0.26 0.63 0.19
H -0.17479 1.69103 1.18836 -0.17 0.16 -0.06 0.34
```
Positions in Å, forces in eV/Å.

3.
Entry from the Open Molecules 2025 dataset: an isolated molecule of C6H8FN (wB97M-V/def2-TZVPD).

Calculated values
- 2S+1 = 3
- E_LUMO (alpha / beta) (eV) = 0.8 / -2.1
- highest occupied orbital energy (alpha / beta) (eV) = -3.541 / -8.720
- <S²> = 2.010
- ΔE to the lowest compared entry with this formula, charge and spin (kcal per mole) = 86.9
- gap between HOMO and LUMO (alpha / beta) (Ha) = 0.15885 / 0.24244

Geometry as XYZ:
```
16
Properties=species:S:1:pos:R:3:forces:R:3:mulliken_charge:R:1
C 0.27955 -1.17224 -0.13060 -0.09 5.45 0.45 0.39
C -0.64978 0.98924 -0.09420 2.69 -2.64 0.15 0.62
C 0.13892 -2.46720 0.02203 0.12 -5.37 0.73 -1.12
C -1.59563 1.91412 -0.18882 -4.17 3.24 0.20 -1.18
C 1.52844 -0.22191 -0.17827 -2.20 -1.08 -1.60 -0.33
C 0.81267 1.12638 0.04841 1.02 2.06 -0.21 -0.67
N -0.86420 -0.33540 0.05261 1.72 -1.15 -1.84 0.20
F -2.10136 -0.92240 -0.15928 0.89 0.89 0.54 -0.21
H -0.83658 -2.90564 0.14878 -0.11 -0.03 -0.12 0.31
H 0.96808 -3.16524 0.17655 -0.21 0.51 -0.16 0.29
H -2.57751 1.57232 0.07191 -0.59 -0.13 -0.23 0.32
H -1.53983 2.99674 -0.05954 0.74 -0.46 -0.33 0.33
H 2.13743 -0.29817 0.67368 1.05 -0.79 0.86 0.20
H 2.13878 -0.45760 -1.08966 -0.57 0.60 0.49 0.29
H 1.22024 2.09917 -0.40320 -0.57 -1.61 0.29 0.34
H 0.94078 1.24782 1.10962 0.29 0.53 0.79 0.22
```
Positions in Å, forces in eV/Å.

4.
Entry from the Open Molecules 2025 dataset: a cluster of 8 separate species, C6H29NO8 in total (wB97M-V/def2-TZVPD).

Calculated values
- E_LUMO (eV) = 0.3
- structure (SMILES) = CC(C)CCNCO.O.O.O.O.O.O.O
- highest occupied orbital energy (eV) = -8.767
- ΔE to the lowest compared entry with this formula, charge and spin (kcal per mole) = 62.2
- gap between HOMO and LUMO (Ha) = 0.33313

Geometry as XYZ:
```
44
Properties=species:S:1:pos:R:3:forces:R:3:mulliken_charge:R:1
C -1.22265 -2.20005 0.63134 -1.41 0.01 -0.06 -1.79
C -0.63298 -0.86735 1.09226 0.92 -1.30 0.50 1.83
C -0.18768 -1.00009 2.56075 -0.25 0.87 0.28 -1.95
C 0.68157 -0.56239 0.30945 0.02 -1.39 -1.31 -1.72
C 0.45854 0.28706 -0.92770 0.21 2.15 0.73 0.62
N 0.28051 1.72246 -0.46887 -1.33 -0.71 -2.06 -0.11
C -0.99396 2.41325 -0.74889 1.16 -0.24 3.44 -0.55
O -2.12743 1.99543 0.05440 -0.93 -0.86 -0.98 -0.54
H -1.34425 -2.28537 -0.45440 0.51 0.02 -0.03 0.29
H -0.66922 -3.04095 1.04242 0.07 -0.15 -0.21 0.41
H -2.28611 -2.28144 0.95815 0.68 -0.07 0.23 0.40
H -1.47097 -0.15660 1.00190 1.03 0.35 -0.11 0.10
H -1.00033 -1.17393 3.29606 0.48 0.14 -0.49 0.35
H 0.57401 -1.75463 2.65789 0.06 -0.90 -0.10 0.53
H 0.39762 -0.10758 2.82520 -0.62 0.06 0.21 0.31
H 1.24300 -1.45823 -0.09069 -1.25 -0.11 0.54 0.56
H 1.49556 -0.24555 0.95483 -0.20 1.15 0.11 0.70
H -0.48550 0.02817 -1.44200 0.65 -0.36 0.08 -0.50
H 1.35305 0.24632 -1.60907 -1.46 -0.03 0.45 0.20
H 0.40372 1.82585 0.52163 0.36 -0.31 0.34 0.10
H -1.41500 2.38596 -1.74791 0.67 0.25 -0.22 0.33
H -0.71759 3.33921 -0.25192 -0.44 1.11 -1.27 0.40
H -2.06117 2.01091 1.01537 1.05 0.16 0.03 0.32
O 1.36859 2.63974 2.79709 -0.85 0.03 0.11 -0.62
H 1.99174 2.38429 3.48036 0.40 0.09 -0.37 0.29
H 1.80531 2.90468 1.98142 0.43 -0.17 0.25 0.30
O 3.21699 1.08565 -0.75894 0.09 -0.07 0.38 -0.57
H 3.08243 0.30426 -1.33934 0.61 0.67 0.11 0.32
H 3.58171 1.79560 -1.28928 0.00 -0.09 -0.20 0.30
O 3.60275 -1.23232 -1.94077 0.11 -0.71 0.52 -0.69
H 3.05307 -1.96805 -2.23603 -0.58 -0.03 -0.62 0.33
H 3.75418 -1.53336 -1.03323 0.41 0.37 0.01 0.33
O 1.26662 -2.82490 -2.32043 0.76 -0.27 0.07 -0.67
H 0.89295 -3.33356 -3.04636 -0.34 0.27 0.14 0.27
H 0.58482 -2.27665 -1.92481 -0.45 -0.05 -0.34 0.37
O -3.20626 0.09198 -1.47996 0.30 -0.50 -1.19 -0.73
H -2.47034 0.38057 -0.91094 -1.03 0.09 0.57 0.24
H -3.92924 -0.31720 -1.00208 0.30 0.18 0.52 0.30
O -1.50567 -1.39072 -3.25527 0.23 -0.75 -0.04 -0.65
H -1.09065 -0.56703 -3.51789 -0.24 0.17 0.08 0.32
H -2.24295 -1.18579 -2.65868 0.08 0.55 -0.12 0.34
O -1.40617 1.62797 2.91639 -0.39 0.39 0.02 -0.62
H -0.55568 2.03304 3.14102 0.16 0.00 -0.20 0.30
H -2.06696 2.26134 3.21757 0.02 -0.02 0.17 0.28
```
Positions in Å, forces in eV/Å.